1.
Entry from OMol25: one molecule with the formula C7H17N (the ωB97M-V functional and the def2-TZVPD basis).

```
25
Properties=species:S:1:pos:R:3:lowdin_charge:R:1
C -0.449 2.350 -0.867 -0.32
C 0.207 3.606 -0.510 -0.16
C 0.578 1.265 -0.544 -0.24
N 0.019 -0.082 -0.813 -0.06
C 0.972 -3.031 1.281 -0.10
C 0.435 -2.271 0.106 -0.26
C -0.110 -0.846 0.357 -0.44
C -1.594 -1.104 0.767 -0.05
H -1.330 2.226 -0.246 0.09
H -1.028 2.336 -1.876 0.14
H -0.453 4.491 -0.654 0.09
H 0.685 3.496 0.486 0.09
H 1.001 3.787 -1.236 0.07
H 0.937 1.345 0.553 0.12
H 1.569 1.502 -1.136 0.14
H -0.974 0.024 -1.268 0.15
H 1.441 -3.914 1.004 0.05
H 0.248 -3.023 1.991 0.03
H 1.875 -2.552 1.773 0.10
H 1.186 -2.139 -0.691 0.10
H -0.205 -2.862 -0.532 0.10
H 0.410 -0.434 1.397 0.18
H -2.101 -1.962 0.341 0.08
H -2.090 -0.210 0.466 0.06
H -1.541 -1.349 1.772 0.04
```

As for the SMILES: CCCN[C@@H](C)CC. For the LUMO energy, the calculation gives 1.2 eV. As for the HOMO-LUMO gap: 0.35647 Ha.



2.
Entry from OMol25: a 2-piece molecular cluster, C7H17N2 overall (the ωB97M-V functional and the def2-TZVPD basis).

```
26
Properties=species:S:1:pos:R:3:lowdin_charge:R:1
C 0.241 -0.376 -0.806 -0.48
C -2.587 0.319 2.223 -0.12
C -0.491 0.654 -1.306 -0.01
C -1.893 1.375 1.646 -0.03
C 2.947 -1.087 -2.362 -0.08
C 1.649 -0.295 -0.319 -0.16
C 2.668 0.111 -1.406 -0.23
N -3.268 0.446 3.312 0.20
N -0.245 -1.619 -0.638 0.10
H -1.473 0.682 -1.725 0.05
H -0.012 1.585 -1.349 0.04
H -2.712 -0.592 1.721 0.14
H -1.052 1.207 0.906 0.09
H -1.593 2.075 2.478 0.13
H -2.622 1.973 1.057 0.15
H 2.929 -2.088 -1.866 0.09
H 3.778 -0.974 -3.018 0.06
H 2.214 -1.009 -3.121 0.05
H 1.749 0.408 0.624 0.15
H 1.976 -1.266 0.024 0.09
H 2.447 1.023 -1.933 0.10
H 3.561 0.388 -0.999 0.06
H -3.235 1.287 4.053 0.24
H -3.896 -0.278 3.608 0.14
H -1.285 -1.635 -0.742 0.12
H 0.206 -2.314 -0.062 0.10
```

For the LUMO energy, the calculation gives -4.9 eV. Its total charge is +1. As for the HOMO-LUMO gap: 0.22108 Ha.



3.
Entry from OMol25: a 2-piece molecular cluster, C7H17N2O3P overall (the ωB97M-V functional and the def2-TZVPD basis).

```
30
Properties=species:S:1:pos:R:3:lowdin_charge:R:1
C -1.699 -3.428 0.171 -0.53
C 3.831 -1.349 -0.269 -0.14
C -4.122 0.553 0.627 -0.10
C 2.370 -1.184 -0.258 -0.30
C 1.911 0.012 0.694 -0.19
C 0.584 0.741 0.284 -0.18
C -2.913 1.376 0.131 -0.36
N -1.083 -3.156 1.120 0.17
N -0.555 -0.265 0.425 -0.20
O -2.222 -3.796 -0.792 0.13
O -0.539 -0.590 -2.040 -0.29
O -2.403 0.805 -1.035 -0.32
P -1.624 -0.608 -0.809 0.79
H 4.112 -2.255 -0.855 0.08
H 4.265 -0.489 -0.793 0.08
H 4.027 -1.523 0.805 0.09
H -3.757 -0.308 1.102 0.02
H -4.545 1.060 1.607 0.12
H -4.775 0.381 -0.183 0.06
H 1.838 -1.193 -1.231 0.10
H 1.799 -1.977 0.350 0.11
H 1.852 -0.450 1.696 0.11
H 2.659 0.809 0.640 0.10
H 0.586 0.890 -0.788 0.09
H 0.270 1.538 0.995 0.11
H -2.266 1.280 1.033 0.09
H -3.141 2.416 -0.050 0.11
H -1.378 -3.054 2.139 0.15
H -0.935 -0.741 -2.978 0.12
H -0.357 -1.018 0.997 0.00
```

As for the SMILES: CCCCNP(O)OCC.N=C=O. For the LUMO energy, the calculation gives 0.7 eV. As for the HOMO-LUMO gap: 0.33228 Ha.



4.
Entry from OMol25: an isolated ion of composition C7H17N3OS and charge +2 (the ωB97M-V functional and the def2-TZVPD basis).

```
29
Properties=species:S:1:pos:R:3:lowdin_charge:R:1
C -0.942 0.118 0.065 -0.13
C -0.374 0.992 -2.130 0.04
C 1.739 -1.078 -0.495 -0.33
C 0.253 0.825 0.715 -0.22
C -1.809 -0.749 0.905 0.04
C -2.513 0.094 -1.761 0.04
C 2.183 -0.581 1.898 0.03
N -1.267 0.458 -1.144 -0.07
N 0.062 1.145 2.030 0.10
N 1.651 -0.081 0.573 -0.15
O 0.939 -0.064 -2.636 -0.55
S 2.246 -0.083 -1.994 1.00
H -0.926 1.174 -3.045 0.14
H 0.078 1.884 -1.768 0.12
H 2.351 -2.007 -0.163 0.15
H 0.771 -1.614 -0.591 0.11
H 0.551 1.779 0.084 0.19
H -2.354 -1.576 0.323 0.15
H -2.632 -0.161 1.174 0.11
H -1.413 -1.109 1.805 0.08
H -3.267 -0.361 -1.083 0.12
H -2.140 -0.685 -2.514 0.17
H -2.947 0.895 -2.285 0.11
H 1.919 -0.059 2.728 0.06
H 1.926 -1.589 2.045 0.10
H 3.235 -0.551 1.814 0.11
H -0.214 0.349 2.670 0.15
H 0.422 2.058 2.419 0.18
H 2.472 0.577 0.360 0.16
```

As for the SMILES: C/C1=[N+](\C)COSC[N@H+](C)[C@@H]1N. For the LUMO energy (alpha / beta), the calculation gives -9.0 / -9.0 eV. Its total charge is +2. As for the HOMO-LUMO gap (alpha / beta): 0.26146 / 0.26139 Ha.



5.
Entry from OMol25: C7H17N4 as an isolated structure (the ωB97M-V functional and the def2-TZVPD basis).

```
28
Properties=species:S:1:pos:R:3:lowdin_charge:R:1
C 0.879 1.232 2.620 0.08
C 0.083 -1.502 -0.956 -0.21
C 0.542 0.594 0.711 -0.11
C 2.117 -0.936 1.868 0.01
C -0.489 2.958 1.254 -0.02
C 0.361 0.778 -1.940 -0.07
C -2.140 -1.343 -2.409 -0.09
N 0.965 -0.041 1.755 -0.06
N 0.334 1.779 1.290 -0.03
N 0.677 -0.125 -0.831 -0.05
N -1.333 -1.442 -1.180 -0.13
H 0.265 1.185 3.462 0.13
H 1.838 1.612 2.725 0.12
H 0.538 -2.101 -1.815 0.16
H 0.295 -1.910 0.067 0.11
H 2.391 -1.519 0.984 0.10
H 2.884 -0.293 2.227 0.08
H 1.815 -1.491 2.764 0.11
H -0.804 3.096 2.314 0.11
H -0.073 3.860 0.819 0.09
H -1.445 2.724 0.738 0.11
H 1.071 0.455 -2.791 0.13
H -0.657 0.504 -2.238 0.05
H 0.470 1.774 -1.889 0.04
H -2.320 -0.271 -2.633 0.08
H -1.616 -1.927 -3.178 0.09
H -2.987 -1.988 -2.274 0.07
H -1.809 -1.108 -0.369 0.10
```

For the LUMO energy, the calculation gives -2.8 eV. Its total charge is +1. As for the HOMO-LUMO gap: 0.33268 Ha.



6.
Entry from OMol25: a 2-piece molecular cluster, C7H17NO overall (the ωB97M-V functional and the def2-TZVPD basis).

```
26
Properties=species:S:1:pos:R:3:lowdin_charge:R:1
C -0.091 1.517 0.182 -0.64
C -0.357 0.217 1.124 -0.17
C 1.407 1.744 0.057 -0.02
C -1.803 -0.253 1.103 -0.11
N -0.730 2.700 0.713 0.09
O -0.613 1.279 -1.105 -0.03
H -1.445 1.765 -1.176 0.10
H -0.164 3.144 1.413 0.08
H -1.633 2.491 1.121 0.07
H -0.085 0.557 2.128 0.11
H 0.338 -0.589 0.900 0.08
H 1.830 0.933 -0.537 0.05
H 1.592 2.681 -0.456 0.09
H 1.884 1.754 1.039 0.09
H -2.099 -0.517 0.095 0.06
H -2.490 0.521 1.439 0.06
H -1.937 -1.111 1.757 0.07
C 0.269 -2.917 -0.451 -0.11
C 0.377 -1.725 -1.351 -0.26
C 1.531 -1.176 -1.715 -0.03
H -0.535 -1.445 -1.860 0.10
H 0.041 -3.808 -1.040 0.08
H 1.202 -3.093 0.084 0.08
H -0.534 -2.791 0.267 0.06
H 1.576 -0.392 -2.452 0.06
H 2.471 -1.487 -1.278 0.06
```

As for the SMILES: CC[C@](C)(N)O.C=CC. For the LUMO energy, the calculation gives 0.9 eV. As for the HOMO-LUMO gap: 0.37611 Ha.



7.
Entry from OMol25: a 2-piece molecular cluster, C7H17NO overall (the ωB97M-V functional and the def2-TZVPD basis).

```
26
Properties=species:S:1:pos:R:3:lowdin_charge:R:1
C 2.199 -3.162 1.154 -0.17
C 1.186 -3.314 0.015 -0.16
H 2.648 -4.163 1.427 0.07
H 3.047 -2.643 0.753 0.05
H 1.828 -2.771 2.063 0.05
H 1.511 -3.461 -0.988 0.05
H 0.771 -2.231 -0.163 0.07
H 0.385 -3.870 0.424 0.04
C -0.756 -0.094 -1.239 -0.27
C -0.466 0.942 -2.346 -0.09
C -2.360 0.869 0.357 -0.04
C -0.295 2.647 1.255 0.03
C 0.115 1.251 0.512 -0.39
O 1.313 1.043 0.266 0.04
N -0.939 0.288 0.183 -0.07
H -1.473 -0.753 -1.495 0.07
H 0.281 -0.611 -1.205 0.11
H 0.314 0.743 -3.229 0.12
H 0.005 1.793 -1.812 0.06
H -3.159 0.079 0.793 0.13
H -1.200 2.519 1.863 0.06
H -1.450 1.154 -2.856 0.07
H -2.331 1.632 1.208 0.07
H -2.726 1.169 -0.520 0.02
H 0.529 3.117 1.635 0.05
H -0.646 3.107 0.454 0.02
```

As for the SMILES: CCN(C)C(C)=O.CC. For the LUMO energy, the calculation gives 0.9 eV. As for the HOMO-LUMO gap: 0.37270 Ha.



8.
Entry from OMol25: a 2-piece molecular cluster, C7H17NO overall (the ωB97M-V functional and the def2-TZVPD basis).

```
26
Properties=species:S:1:pos:R:3:lowdin_spin:R:1
C 0.485 -2.196 -0.504 0.00
C -0.897 -2.763 -0.829 0.00
H 0.990 -1.708 -1.336 0.00
H 0.496 -1.573 0.396 0.00
H 1.171 -2.994 -0.212 0.00
H -0.792 -3.144 -1.851 0.00
H -0.968 -3.681 -0.253 0.00
H -1.739 -2.096 -0.840 0.00
C 1.083 1.739 0.081 0.08
C 2.129 0.899 0.936 0.07
C -0.478 1.804 1.882 0.05
C -1.470 0.424 -1.636 0.00
C -1.011 0.591 -0.219 0.01
O -1.606 -0.141 0.520 0.16
N -0.315 1.725 0.434 0.53
H 1.369 2.773 0.346 0.04
H 1.319 1.714 -0.981 0.00
H 2.935 1.509 1.316 0.00
H 2.439 0.162 0.221 0.01
H -0.873 0.865 2.247 0.02
H -0.828 0.156 -2.472 0.00
H -2.054 1.278 -1.954 0.00
H 1.548 0.394 1.699 0.00
H 0.422 2.098 2.395 0.00
H -1.182 2.555 2.178 0.02
H -2.176 -0.392 -1.564 0.00
```

The multiplicity is 2. For the LUMO energy (alpha / beta), the calculation gives -3.7 / -8.3 eV. Its total charge is +1. As for the HOMO-LUMO gap (alpha / beta): 0.41143 / 0.24124 Ha.



no.,energy (eV)
1,-9022.453
2,-10506.263
3,-25945.701
4,-24866.301
5,-13484.370
6,-11071.635
7,-11069.246
8,-11061.991